[1]
Entry from the OMol25 dataset: a 5-piece molecular cluster, C4H6N2O3 overall (the ωB97M-V functional and the def2-TZVPD basis).

Gap between HOMO and LUMO in eV: 8.9
Energy relative to the best compared isomer or geometry (same formula, charge and spin) in eV: 12.885
Charge: 0
Calculated total energy in eV: -13356.094

Cartesian coordinates (Å):
C (2.5167, 0.5996, 0.2476)
C (0.3306, -0.2368, -0.3588)
C (-0.6298, -1.2286, -0.0596)
C (-1.6810, 0.8873, -0.1652)
H (1.2997, 1.3853, 0.5597)
H (3.5026, 1.4589, -0.5939)
H (3.1794, -0.2025, 1.3916)
H (1.7760, -1.4244, -0.1660)
H (-0.6413, -2.2452, -0.1041)
H (-3.5625, -0.0070, 0.6631)
N (1.8036, -0.3925, -0.6504)
N (-1.8871, -0.3294, -0.0965)
O (-3.2181, -1.0215, -0.1239)
O (-2.4793, 1.9008, -0.1931)
O (-0.3094, 0.8560, -0.3506)

---

[2]
Entry from the OMol25 dataset: one molecule with the formula C22H18F4N2O4 (the ωB97M-V functional and the def2-TZVPD basis).

Gap between HOMO and LUMO in eV: 8.3
Energy relative to the best compared isomer or geometry (same formula, charge and spin) in eV: 2.074
Charge: 0
Calculated total energy in eV: -45141.461

Cartesian coordinates (Å):
C (-5.6292, -1.7743, -2.9987)
C (-5.1439, -2.3456, -1.6695)
O (-5.9892, -2.8910, -0.9420)
C (-3.6675, -2.1781, -1.3366)
C (-3.0609, -2.7685, -0.1491)
C (-1.7024, -2.4152, 0.0427)
C (-1.0000, -1.5992, -0.8720)
C (0.4335, -1.1512, -0.5139)
C (1.1647, -1.9042, 0.6385)
C (2.6890, -1.7149, 0.6742)
C (3.4692, -2.6313, -0.0066)
C (4.8841, -2.3725, -0.0165)
N (5.4658, -1.4072, 0.7392)
O (6.6506, -1.2425, 0.8371)
C (4.6490, -0.6770, 1.4749)
C (3.2374, -0.8008, 1.5259)
C (0.4681, 0.2854, -0.1878)
C (1.1602, 1.1892, -1.0707)
C (1.3293, 2.5266, -0.7322)
C (0.6386, 3.0997, 0.3595)
O (0.7493, 4.4818, 0.6150)
C (1.6878, 4.9336, 1.6593)
F (3.0195, 4.6066, 1.2710)
F (1.3935, 6.2045, 1.8600)
C (-0.3034, 2.2192, 1.1038)
O (-1.1551, 2.7994, 2.0016)
C (-2.3267, 3.3763, 1.3941)
F (-3.2570, 2.4567, 0.9869)
F (-2.6137, 4.1679, 2.4525)
C (-0.3867, 0.8096, 0.7940)
C (-1.7257, -1.0811, -1.9839)
N (-3.0220, -1.4052, -2.2549)
H (-5.4163, -0.6847, -2.8909)
H (-5.0026, -2.2108, -3.7826)
H (-6.7278, -1.9028, -3.1515)
H (-3.5640, -3.2636, 0.6636)
H (-1.2276, -2.5949, 1.0160)
H (1.0016, -1.2088, -1.4227)
H (0.7928, -1.7434, 1.6747)
H (1.0531, -3.0199, 0.5213)
H (3.0831, -3.4268, -0.6719)
H (5.5199, -3.1886, -0.4566)
H (4.9427, 0.1710, 2.0853)
H (2.6658, -0.1123, 2.2192)
H (1.7232, 0.9469, -1.9997)
H (1.9365, 3.1550, -1.3690)
H (1.5512, 4.3600, 2.5695)
H (-2.1272, 4.0305, 0.5137)
H (-1.0687, 0.2180, 1.4354)
H (-1.2417, -0.3214, -2.6495)

---

[3]
Entry from the OMol25 dataset: C6H11N2O6P2PtS2 as an isolated structure (the ωB97M-V functional and the def2-TZVPD basis).

Gap between HOMO and LUMO (spin up / spin down) in eV: 9.0 / 7.2
<S²>: 0.7538
Energy relative to the best compared isomer or geometry (same formula, charge and spin) in eV: 0.092
2S+1: 2
Charge: +2
Calculated total energy in eV: -65148.384

Cartesian coordinates (Å):
Pt (-0.8303, 0.7557, 1.3059)
N (0.1842, -1.9540, -2.3726)
C (0.0984, -1.9419, -0.8547)
C (0.1423, -3.3887, -0.3619)
P (1.6056, -0.9967, -0.2028)
O (1.8708, -0.1142, -1.5248)
O (2.6723, -1.9425, 0.0998)
O (1.1366, -0.0349, 0.9074)
P (-1.4423, -1.1093, -0.3872)
O (-2.4933, -1.8977, -1.2253)
O (-1.3125, 0.3890, -0.7154)
O (-1.6152, -1.1465, 1.1386)
H (1.1227, -2.2367, -2.6713)
H (0.0272, -1.0247, -2.7755)
H (-0.4916, -2.6149, -2.7677)
H (1.0926, -3.8475, -0.6327)
H (-0.6910, -3.9707, -0.7602)
H (0.0837, -3.4052, 0.7258)
H (2.8177, -0.0059, -1.7024)
H (-3.4372, -1.6791, -1.1636)
S (-0.3796, 0.7280, 4.6781)
C (-0.5760, 0.7791, 3.2037)
S (1.4185, 4.6048, 1.0441)
C (-0.2475, 4.9060, 0.8253)
C (-0.9552, 3.7582, 0.9140)
N (-0.1612, 2.6581, 1.1551)
C (1.1214, 2.9645, 1.2491)
H (-0.6229, 5.8992, 0.6400)
H (-2.0232, 3.6473, 0.8129)
H (1.8849, 2.2213, 1.4183)

---

[4]
Entry from the OMol25 dataset: C28H29AsN2O4PPtS as an isolated structure (the ωB97M-V functional and the def2-TZVPD basis).

Gap between HOMO and LUMO in eV: 5.4
Energy relative to the best compared isomer or geometry (same formula, charge and spin) in eV: 2.569
Charge: +3
Calculated total energy in eV: -124855.100

Cartesian coordinates (Å):
Pt (0.1448, 0.3836, 0.3961)
N (1.5739, 2.0394, 0.4261)
C (1.0955, 3.3860, 0.0909)
C (2.1109, 4.4400, -0.2773)
C (1.6972, 5.5738, -0.8357)
C (-0.8841, 5.4897, -0.1624)
C (-1.6567, 4.2193, -0.4839)
C (-1.0343, 3.1064, -0.8407)
P (-1.5210, 1.3570, -0.7394)
C (-3.0705, 1.3019, 0.1446)
C (-3.0941, 1.1111, 1.5278)
C (-4.3026, 1.1550, 2.2021)
C (-5.4796, 1.3985, 1.5054)
C (-5.4559, 1.6004, 0.1303)
C (-4.2545, 1.5527, -0.5577)
C (-1.7416, 0.7668, -2.4108)
C (-2.5983, -0.3143, -2.6343)
C (-2.8222, -0.7487, -3.9298)
C (-2.1792, -0.1254, -4.9949)
C (-1.3172, 0.9397, -4.7700)
C (-1.0977, 1.3939, -3.4788)
H (2.0211, 2.0385, 1.3437)
H (2.2688, 1.7615, -0.2678)
H (3.1706, 4.2295, -0.1930)
H (2.4537, 6.2613, -1.2006)
H (-1.6229, 6.2850, -0.0469)
H (-2.7200, 4.2102, -0.2733)
H (-2.1777, 0.9263, 2.0760)
H (-4.3280, 0.9949, 3.2714)
H (-6.4217, 1.4283, 2.0362)
H (-6.3754, 1.7868, -0.4079)
H (-4.2434, 1.6999, -1.6305)
H (-3.1126, -0.7869, -1.8049)
H (-3.5091, -1.5642, -4.1152)
H (-2.3608, -0.4644, -6.0062)
H (-0.8285, 1.4268, -5.6028)
H (-0.4363, 2.2357, -3.3150)
O (0.0635, 3.1822, 2.2991)
C (0.2529, 3.8697, 1.3445)
O (0.3261, 3.2274, -1.0864)
C (-0.1816, 5.2918, 1.1536)
C (0.1908, 6.2912, 1.9927)
C (0.1661, 7.6512, 1.6326)
C (0.1456, 8.2207, 0.3324)
C (0.2809, 7.5314, -0.8250)
C (0.2477, 6.0471, -1.0674)
N (0.5696, 8.3639, -2.0569)
O (0.7380, 9.5411, -1.8897)
O (0.6225, 7.7483, -3.0972)
H (0.5803, 6.0373, 2.9737)
H (0.3295, 8.3618, 2.4387)
H (0.1953, 9.3012, 0.2605)
H (0.0167, 5.8932, -2.1248)
C (-1.2913, -4.6259, -0.1778)
As (-0.0576, -3.1909, -0.4559)
C (1.6526, -3.6484, 0.2773)
C (0.1289, -2.8292, -2.3303)
S (-0.9374, -1.5370, 0.7051)
H (-0.9119, -5.5035, -0.7006)
H (-2.2641, -4.3420, -0.5728)
H (-1.3668, -4.8324, 0.8879)
H (1.9806, -4.5883, -0.1667)
H (1.5559, -3.7612, 1.3549)
H (2.3651, -2.8608, 0.0412)
H (0.5003, -3.7382, -2.8040)
H (0.8340, -2.0147, -2.4833)
H (-0.8407, -2.5654, -2.7442)

---

[5]
Entry from the OMol25 dataset: a 2-piece molecular cluster, C4H15N2 overall (the ωB97M-V functional and the def2-TZVPD basis).

Gap between HOMO and LUMO in eV: 11.8
Energy relative to the best compared isomer or geometry (same formula, charge and spin) in eV: 0.649
Charge: +1
Calculated total energy in eV: -7365.094

Cartesian coordinates (Å):
C (1.0526, 2.0762, 0.6319)
N (0.8804, 0.6226, 0.6638)
C (2.1951, -0.0876, 0.4656)
H (0.0277, 2.4498, 0.7825)
H (1.6522, 2.5162, 1.4484)
H (1.4256, 2.4345, -0.3703)
H (0.1164, 0.3834, -0.1298)
H (0.4938, 0.2751, 1.5723)
H (2.5697, 0.1520, -0.5179)
H (2.0029, -1.1779, 0.5341)
H (2.8748, 0.2128, 1.3025)
C (-1.3665, -2.0749, -0.3014)
C (-1.9084, -0.6482, -0.3814)
N (-1.0279, 0.2100, -1.2357)
H (-0.3812, -1.9855, 0.2270)
H (-1.9904, -2.6622, 0.3790)
H (-1.1788, -2.5298, -1.2947)
H (-2.9590, -0.6256, -0.7827)
H (-1.9436, -0.2561, 0.6436)
H (-0.9295, -0.3183, -2.1298)
H (-1.6058, 1.0333, -1.5070)

---

[6]
Entry from the OMol25 dataset: C20H30B2F4N5O4Tl as an isolated structure (the ωB97M-V functional and the def2-TZVPD basis).

Gap between HOMO and LUMO in eV: 7.2
Charge: 0
Calculated total energy in eV: -53787.769

Cartesian coordinates (Å):
Tl (0.1153, -0.1821, -0.5888)
C (2.8307, -3.7171, -1.3197)
C (2.0988, -2.4222, -1.3822)
N (1.7791, -1.7328, -0.3592)
O (2.0703, -2.1903, 0.8796)
B (2.9106, -1.1698, 1.6539)
F (3.1736, -1.7420, 2.8626)
F (4.0355, -0.8910, 0.8779)
O (2.1694, 0.1083, 1.9323)
N (1.7742, 0.7785, 0.8113)
C (2.4575, 1.7851, 0.4423)
C (3.6340, 2.3002, 1.2010)
C (2.0333, 2.4059, -0.8555)
N (1.3176, 1.6547, -1.5956)
O (0.9407, 2.1218, -2.8163)
B (1.2792, 1.1263, -3.8899)
F (2.6427, 0.8367, -3.8044)
F (0.8787, 1.6562, -5.0790)
O (0.5138, -0.1872, -3.7467)
N (0.8256, -0.9104, -2.6450)
C (1.7552, -1.7822, -2.6923)
C (2.5025, -2.1558, -3.9254)
C (2.5092, 3.7611, -1.2538)
H (3.0763, -3.9549, -0.2901)
H (3.7432, -3.6730, -1.9129)
H (2.2029, -4.5063, -1.7397)
H (4.2347, 1.4634, 1.5489)
H (3.2859, 2.8500, 2.0782)
H (4.2408, 2.9638, 0.5907)
H (2.3601, -1.4055, -4.6934)
H (2.1364, -3.1206, -4.2869)
H (3.5644, -2.2594, -3.7087)
H (2.4568, 4.4454, -0.4070)
H (1.9095, 4.1335, -2.0783)
H (3.5497, 3.7107, -1.5817)
C (-0.0981, -1.6452, 4.2713)
C (-1.2092, -0.9758, 3.5075)
C (-2.4444, -0.7381, 4.1068)
C (-3.4633, -0.1443, 3.3817)
C (-4.8204, 0.0833, 3.9951)
C (-3.2516, 0.2357, 2.0577)
C (-2.0214, 0.0302, 1.4317)
C (-1.0225, -0.5993, 2.1893)
N (-1.7304, 0.4655, 0.1137)
C (-2.8054, 0.6308, -0.9004)
C (-3.7707, -0.5575, -0.9416)
C (-3.5154, 1.9777, -0.6927)
C (-2.1338, 0.7189, -2.2727)
H (-0.3958, -2.6485, 4.5822)
H (0.1388, -1.0823, 5.1755)
H (0.8095, -1.7255, 3.6761)
H (-2.6088, -1.0297, 5.1380)
H (-4.7873, -0.0321, 5.0777)
H (-5.5474, -0.6325, 3.6053)
H (-5.1934, 1.0834, 3.7707)
H (-4.0790, 0.6995, 1.5484)
H (-0.0432, -0.8284, 1.7721)
H (-4.4660, -0.5942, -0.1064)
H (-3.2044, -1.4920, -0.9453)
H (-4.3550, -0.5162, -1.8626)
H (-4.0171, 2.0851, 0.2631)
H (-4.2599, 2.1182, -1.4783)
H (-2.7795, 2.7795, -0.7721)
H (-1.7609, -0.2541, -2.6049)
H (-1.3180, 1.4472, -2.2885)
H (-2.8541, 1.0416, -3.0245)